Record 1
Density functional theory data (ωB97M-V with the def2-TZVPD basis set) for a cluster of 2 separate species, H4S4 in total.

Structure (ORCA input):
```
! wB97M-V def2-TZVPD RIJCOSX def2/J DEFGRID3
* xyz 0 1
H 0.906 5.351 -1.446
S 1.261 3.004 -2.688
S -2.180 -3.873 3.181
S 1.387 5.109 -2.684
H -0.965 -5.060 1.185
H 2.494 2.763 -2.195
S -1.864 -4.056 1.124
H -1.039 -3.237 3.522
*
```

**Gap between HOMO and LUMO**: 9.67 eV
**Energy relative to the best compared isomer or geometry (same formula, charge and spin)**: 2.2 kcal/mol
**Total energy**: -43405.510 eV


Record 2
Density functional theory data (ωB97M-V with the def2-TZVPD basis set) for a cluster of 2 separate species, H4S4 in total at a distorted geometry.

Structure (ORCA input):
```
! wB97M-V def2-TZVPD RIJCOSX def2/J DEFGRID3
* xyz 0 1
H 1.157 0.606 4.173
H -1.359 -3.349 -2.654
S 1.319 3.131 3.281
S -0.120 -1.802 -4.524
H 0.007 3.415 3.427
S -1.737 -3.069 -3.919
S 1.539 1.712 4.846
H -0.806 -0.644 -4.629
*
```

**Gap between HOMO and LUMO**: 9.51 eV
**Energy relative to the best compared isomer or geometry (same formula, charge and spin)**: 4.3 kcal/mol
**Total energy**: -43405.417 eV


Record 3
Density functional theory data (ωB97M-V with the def2-TZVPD basis set) for a cluster of 2 separate species, H4S4 in total.

Structure (ORCA input):
```
! wB97M-V def2-TZVPD RIJCOSX def2/J DEFGRID3
* xyz 1 2
S 0.756 -2.682 1.520
S 1.204 1.996 -1.129
H -1.196 3.116 -0.935
S -1.139 -2.028 1.361
S -0.765 1.903 -0.561
H 1.042 1.520 -2.373
H 1.258 -1.558 2.087
H -1.160 -2.268 0.029
*
```

**Gap between HOMO and LUMO (spin up / spin down)**: 7.21 / 3.30 eV
**Energy relative to the best compared isomer or geometry (same formula, charge and spin)**: 11.1 kcal/mol
**Total energy**: -43396.365 eV


Record 4
Density functional theory data (ωB97M-V with the def2-TZVPD basis set) for a cluster of 26 separate species, H52O26 in total at a distorted geometry.

Structure (ORCA input):
```
! wB97M-V def2-TZVPD RIJCOSX def2/J DEFGRID3
* xyz 0 1
H -1.239 -3.585 4.263
O 1.203 -2.283 4.034
H -2.710 -1.160 0.828
H 1.851 -1.940 4.650
H 0.219 -3.109 -2.814
H 2.180 -0.421 -3.287
H -0.897 1.453 -2.889
H -3.889 1.234 3.585
H 0.481 -1.833 -2.042
H 3.169 0.731 2.989
H -3.092 0.233 0.375
H -1.208 -0.121 2.381
O -3.205 2.428 -0.410
O -5.752 0.862 0.088
H -3.609 2.712 3.760
H -0.926 -4.983 -0.716
H 3.136 2.782 -4.944
O -5.055 0.568 -2.650
H 2.630 2.630 -1.101
H -0.725 -3.590 2.839
H -0.385 -0.373 -4.297
O -0.619 2.285 -2.506
H 2.812 -1.799 -1.318
H 5.621 1.257 -2.296
O -1.059 -0.264 -3.627
H -2.867 2.333 -1.301
O 0.565 -2.315 1.259
H -3.357 4.111 2.254
H 3.934 -1.691 -0.307
H -6.646 1.201 0.129
H 1.850 -4.074 -0.400
H 1.275 0.455 2.716
O 0.132 0.366 -0.023
O -1.628 -4.428 -0.377
H -2.648 2.819 1.907
H 4.113 1.894 3.206
H -4.528 1.348 -2.828
H -0.839 2.940 -3.169
O -2.423 -0.247 0.863
H 2.512 0.216 -5.614
O 3.970 0.980 3.450
H -2.577 0.408 5.581
O 1.682 0.043 -5.170
H -0.744 0.224 0.336
O 2.251 2.685 -4.593
H 2.376 2.581 -3.650
H 1.394 2.472 -1.961
H -0.891 0.148 3.836
O 4.553 0.174 0.689
O -1.490 -3.814 3.368
H -1.224 -3.567 -0.270
O 2.314 2.216 -1.904
O -0.492 0.123 2.967
O -0.220 -2.432 -2.299
O -4.096 2.092 3.216
O -2.505 3.761 1.995
O -2.968 0.056 4.781
H 3.136 -4.812 -0.096
H 0.501 -1.578 0.652
O 2.095 -0.543 -2.342
O 5.022 1.775 -2.834
O 2.187 -4.928 -0.130
H 4.193 1.754 -2.356
O 3.518 -2.304 -0.914
O 1.867 0.661 1.992
H -5.198 1.627 0.240
H 2.401 0.282 -1.965
H 0.365 -2.178 4.484
H 1.447 0.879 -4.766
H 1.289 0.787 1.239
H 5.103 0.943 0.841
H -1.167 -1.138 -3.250
H -0.022 0.755 -0.884
H 0.758 -1.913 2.106
H -2.566 2.988 0.031
H 3.753 0.351 1.185
H -3.030 -0.886 4.938
H -5.359 0.684 -1.750
*
```

**Gap between HOMO and LUMO**: 9.59 eV
**Energy relative to the best compared isomer or geometry (same formula, charge and spin)**: 58.9 kcal/mol
**Total energy**: -54081.766 eV


Record 5
Density functional theory data (ωB97M-V with the def2-TZVPD basis set) for a cluster of 2 separate species, H5N2OP in total at a distorted geometry.

Structure (ORCA input):
```
! wB97M-V def2-TZVPD RIJCOSX def2/J DEFGRID3
* xyz 0 1
O 0.106 -0.642 1.978
N 0.468 -1.257 -0.527
H -1.248 1.759 0.293
P 0.117 -0.094 0.650
H 1.069 -2.109 -0.313
N -1.405 0.729 0.116
H 0.593 -1.165 -1.528
H -1.222 0.596 -0.882
H 1.523 2.186 0.213
*
```

**Gap between HOMO and LUMO (spin up / spin down)**: 9.39 / 7.63 eV
**Energy relative to the best compared isomer or geometry (same formula, charge and spin)**: 94.1 kcal/mol
**Total energy**: -14395.109 eV


Record 6
Density functional theory data (ωB97M-V with the def2-TZVPD basis set) for a cluster of 2 separate species, H5N2OP in total at a distorted geometry.

Structure (ORCA input):
```
! wB97M-V def2-TZVPD RIJCOSX def2/J DEFGRID3
* xyz 0 1
P 0.392 1.033 -0.677
H -1.922 0.588 0.781
N -1.614 -0.168 0.268
N 1.526 -1.112 0.161
H 0.322 2.189 0.289
H 0.489 -1.381 0.338
H -2.348 -0.176 -0.486
O 1.501 0.326 0.224
H 1.654 -1.300 -0.898
*
```

**Gap between HOMO and LUMO (spin up / spin down)**: 8.47 / 8.47 eV
**Energy relative to the best compared isomer or geometry (same formula, charge and spin)**: 132.4 kcal/mol
**Total energy**: -14393.445 eV


Record 7
Density functional theory data (ωB97M-V with the def2-TZVPD basis set) for a cluster of 2 separate species, H5N2P in total at a distorted geometry.

Structure (ORCA input):
```
! wB97M-V def2-TZVPD RIJCOSX def2/J DEFGRID3
* xyz 0 1
H -0.250 -1.908 0.564
P -1.629 -0.181 -0.043
H 1.857 0.316 1.043
H -1.135 1.177 0.089
N 1.225 -0.613 -0.040
N -0.051 -1.089 0.027
H -1.747 -0.224 -1.391
H 1.328 0.116 -0.703
*
```

**Gap between HOMO and LUMO**: 8.93 eV
**Energy relative to the best compared isomer or geometry (same formula, charge and spin)**: 89.9 kcal/mol
**Total energy**: -12345.941 eV


Record 8
Density functional theory data (ωB97M-V with the def2-TZVPD basis set) for a cluster of 2 separate species, H5N2P in total at a distorted geometry.

Structure (ORCA input):
```
! wB97M-V def2-TZVPD RIJCOSX def2/J DEFGRID3
* xyz 0 1
N -1.471 0.068 0.661
N -1.432 -0.427 1.743
H -1.133 0.105 2.527
P 0.961 0.227 -1.218
H -1.184 1.050 0.535
H 1.831 -0.443 -0.433
H 1.816 0.446 -2.208
H 0.612 -1.025 -1.606
*
```

**Gap between HOMO and LUMO**: 9.98 eV
**Energy relative to the best compared isomer or geometry (same formula, charge and spin)**: 67.6 kcal/mol
**Total energy**: -12346.909 eV